Record 1
{"formula": "C49H70GaN2O6P2", "method": "ωB97M-V with the def2-TZVPD basis set", "species": ["Ga", "C", "C", "C", "C", "C", "C", "C", "C", "C", "C", "C", "C", "N", "C", "C", "N", "C", "C", "C", "C", "C", "C", "C", "C", "C", "C", "C", "C", "C", "C", "C", "C", "C", "C", "C", "C", "C", "C", "H", "H", "H", "H", "H", "H", "H", "H", "H", "H", "H", "H", "H", "H", "H", "H", "H", "H", "H", "H", "H", "H", "H", "H", "H", "H", "H", "H", "H", "H", "H", "H", "H", "H", "H", "H", "H", "H", "H", "H", "C", "C", "C", "O", "P", "O", "C", "P", "O", "O", "C", "C", "C", "O", "C", "C", "C", "O", "C", "C", "C", "H", "H", "H", "H", "H", "H", "H", "H", "H", "H", "H", "H", "H", "H", "H", "H", "H", "H", "H", "H", "H", "H", "H", "H", "H", "H", "H", "H", "H", "H"], "xyz": [[-0.516, -0.850, 0.272], [0.730, 3.212, -1.515], [-0.518, 3.832, -2.152], [-0.229, 4.162, -3.623], [-1.847, 3.083, -2.054], [-2.992, 3.865, -2.182], [-4.259, 3.312, -2.189], [-4.399, 1.938, -2.087], [-3.292, 1.107, -1.963], [-3.518, -0.393, -1.867], [-4.209, -0.936, -3.121], [-4.315, -0.747, -0.608], [-2.016, 1.696, -1.932], [-0.871, 0.880, -1.717], [-0.278, 0.317, -2.685], [0.990, -0.468, -2.436], [1.416, -0.604, -1.250], [2.610, -1.311, -0.944], [3.714, -0.541, -0.556], [4.897, -1.198, -0.251], [4.976, -2.581, -0.298], [3.860, -3.323, -0.647], [2.656, -2.710, -0.981], [1.445, -3.573, -1.290], [1.000, -4.321, -0.027], [1.705, -4.559, -2.431], [3.643, 0.976, -0.529], [4.584, 1.581, -1.575], [3.939, 1.530, 0.866], [1.507, -0.880, -3.752], [2.637, -1.526, -4.177], [2.826, -1.705, -5.569], [1.926, -1.242, -6.497], [0.762, -0.546, -6.084], [-0.232, 0.030, -6.915], [-1.287, 0.717, -6.368], [-1.436, 0.883, -4.969], [-0.500, 0.318, -4.144], [0.587, -0.390, -4.710], [1.495, 3.985, -1.429], [1.146, 2.414, -2.131], [0.540, 2.805, -0.521], [-0.690, 4.780, -1.636], [-0.105, 3.244, -4.201], [0.691, 4.745, -3.710], [-1.040, 4.736, -4.071], [-2.876, 4.939, -2.270], [-5.131, 3.946, -2.278], [-5.389, 1.501, -2.112], [-2.552, -0.892, -1.786], [-5.186, -0.469, -3.263], [-4.362, -2.013, -3.036], [-3.613, -0.747, -4.015], [-5.330, -0.348, -0.662], [-3.837, -0.337, 0.285], [-4.384, -1.830, -0.495], [5.771, -0.622, 0.027], [5.907, -3.081, -0.063], [3.927, -4.403, -0.670], [0.618, -2.927, -1.593], [1.780, -5.010, 0.306], [0.098, -4.903, -0.227], [0.787, -3.627, 0.788], [2.493, -5.266, -2.170], [2.000, -4.045, -3.346], [0.802, -5.134, -2.642], [2.625, 1.268, -0.788], [5.625, 1.347, -1.346], [4.483, 2.668, -1.598], [4.364, 1.196, -2.573], [4.947, 1.263, 1.190], [3.225, 1.141, 1.594], [3.871, 2.620, 0.859], [3.376, -1.897, -3.478], [3.713, -2.223, -5.907], [2.110, -1.400, -7.552], [-0.152, -0.065, -7.991], [-2.028, 1.156, -7.022], [-2.275, 1.443, -4.577], [4.105, -1.187, 3.699], [2.989, -2.184, 3.902], [3.276, -3.191, 4.991], [1.780, -1.453, 4.316], [0.723, -0.987, 3.250], [1.251, -0.475, 1.963], [-0.243, 0.218, 4.174], [-1.208, 1.252, 3.037], [-1.587, 0.514, 1.802], [-0.233, 2.459, 2.886], [-0.470, 3.796, 2.337], [-1.739, 3.869, 1.514], [-0.461, 4.767, 3.497], [-2.450, 1.798, 3.833], [-3.785, 1.201, 3.738], [-4.502, 1.583, 5.013], [-4.499, 1.683, 2.492], [-0.226, -2.216, 2.947], [-0.781, -3.078, 3.979], [-2.287, -2.918, 3.957], [-0.334, -4.490, 3.668], [5.005, -1.708, 3.374], [4.318, -0.667, 4.635], [3.834, -0.460, 2.936], [2.769, -2.696, 2.960], [3.530, -2.682, 5.922], [4.121, -3.813, 4.695], [2.418, -3.837, 5.171], [0.436, 0.878, 4.714], [-0.892, -0.291, 4.888], [0.398, 3.960, 1.698], [-2.619, 3.777, 2.150], [-1.773, 3.088, 0.754], [-1.776, 4.839, 1.019], [-1.274, 4.533, 4.186], [-0.598, 5.784, 3.129], [0.483, 4.716, 4.037], [-3.659, 0.115, 3.694], [-4.618, 2.666, 5.066], [-3.950, 1.249, 5.891], [-5.492, 1.127, 5.026], [-4.654, 2.762, 2.538], [-5.475, 1.201, 2.437], [-3.940, 1.441, 1.589], [-0.378, -2.769, 4.947], [-2.678, -3.205, 2.980], [-2.577, -1.885, 4.152], [-2.740, -3.552, 4.719], [-0.705, -4.786, 2.685], [-0.725, -5.181, 4.415], [0.753, -4.561, 3.661]], "atomic_forces_ev_per_a": [[0.0, 0.0, 0.0], [-0.1, 0.1, 0.0], [0.0, -0.1, 0.0], [0.0, 0.0, 0.0], [0.1, 0.0, 0.0], [0.0, 0.0, 0.1], [0.0, 0.0, 0.0], [0.0, 0.0, 0.0], [0.0, 0.0, 0.1], [0.0, 0.0, 0.0], [0.0, 0.0, 0.0], [0.1, 0.0, 0.0], [-0.1, 0.0, -0.1], [0.0, -0.3, 0.1], [-0.1, 0.2, -0.1], [0.2, 0.0, 0.0], [-0.3, -0.1, 0.2], [0.2, 0.0, -0.1], [0.0, 0.1, -0.1], [0.0, 0.0, 0.0], [0.0, 0.0, 0.0], [0.0, 0.0, 0.0], [-0.1, 0.0, 0.1], [0.0, 0.0, 0.0], [0.0, 0.0, -0.1], [0.0, 0.0, 0.0], [0.0, 0.0, 0.0], [0.0, 0.0, 0.0], [0.0, 0.0, 0.0], [0.0, 0.1, 0.0], [0.0, 0.0, 0.0], [0.0, 0.0, 0.0], [0.0, 0.0, 0.0], [0.0, 0.0, 0.0], [0.0, 0.0, 0.0], [0.0, 0.0, 0.0], [0.0, -0.1, 0.0], [0.0, 0.0, 0.0], [0.0, 0.0, 0.0], [0.0, 0.0, 0.0], [0.0, 0.0, 0.0], [0.0, 0.0, 0.0], [0.0, 0.1, 0.0], [0.0, 0.0, 0.0], [0.0, 0.0, 0.0], [0.0, 0.0, 0.0], [0.0, 0.0, 0.0], [0.0, 0.0, 0.0], [0.0, 0.0, 0.0], [0.1, 0.0, 0.0], [0.0, 0.0, 0.0], [0.0, 0.0, 0.0], [0.0, 0.0, 0.0], [0.0, 0.0, 0.0], [0.0, -0.1, 0.0], [0.0, 0.0, 0.0], [0.0, 0.0, 0.0], [0.0, 0.0, 0.0], [0.0, 0.0, 0.0], [0.0, 0.0, 0.0], [0.0, 0.0, 0.0], [0.0, 0.0, 0.0], [0.0, 0.0, 0.0], [0.0, 0.0, 0.0], [0.0, 0.0, 0.0], [0.0, 0.0, 0.0], [0.0, 0.0, 0.0], [0.0, 0.0, 0.0], [0.0, 0.0, 0.0], [0.0, 0.0, 0.0], [0.0, 0.0, 0.0], [0.0, 0.0, 0.0], [0.0, 0.0, 0.0], [0.0, 0.0, 0.0], [0.0, 0.0, 0.0], [0.0, 0.0, 0.0], [0.0, 0.0, 0.0], [0.0, 0.0, 0.0], [0.0, 0.0, 0.0], [-0.1, 0.0, 0.0], [0.1, -0.1, 0.0], [0.0, 0.0, 0.0], [0.0, 0.1, -0.1], [0.1, -0.1, 0.1], [-0.2, 0.0, -0.1], [0.0, 0.1, -0.2], [0.2, -0.1, 0.1], [0.0, 0.1, -0.1], [0.0, 0.0, 0.0], [0.0, 0.1, 0.0], [0.0, -0.1, 0.0], [0.0, -0.1, 0.0], [0.0, 0.1, 0.0], [-0.1, -0.1, 0.0], [0.0, 0.0, 0.0], [0.1, 0.0, 0.0], [0.1, 0.0, 0.0], [-0.1, -0.1, 0.0], [0.0, 0.0, 0.0], [0.0, 0.0, 0.0], [0.0, 0.0, 0.0], [0.0, 0.0, 0.0], [0.0, 0.0, 0.0], [0.0, 0.0, 0.0], [0.0, 0.0, 0.0], [0.0, 0.0, 0.0], [0.0, 0.0, 0.0], [0.0, -0.1, 0.1], [0.0, 0.0, 0.0], [0.0, 0.0, 0.0], [0.0, 0.0, 0.0], [0.0, 0.0, -0.1], [0.0, 0.0, -0.1], [0.0, 0.0, 0.0], [0.0, 0.0, 0.0], [0.0, 0.0, 0.0], [0.0, 0.0, 0.0], [0.0, 0.0, 0.0], [0.0, 0.0, 0.0], [0.0, 0.0, 0.0], [0.0, 0.0, 0.0], [0.0, 0.0, 0.0], [0.0, 0.0, 0.0], [0.0, 0.0, 0.0], [0.0, 0.0, 0.0], [0.0, 0.0, 0.0], [0.0, 0.0, 0.0], [0.0, 0.0, 0.0], [0.0, 0.0, 0.0], [0.0, 0.0, 0.0]], "orbital_gap_ha": 0.270, "homo_energy_ev": -10.12, "total_charge": 1, "e_lumo_ev": -2.77, "mol_weight_g_mol": 914.778}


Record 2
{"formula": "C49H72F8N5O6", "method": "ωB97M-V with the def2-TZVPD basis set", "species": ["C", "C", "O", "C", "C", "C", "C", "C", "C", "N", "C", "C", "C", "C", "C", "C", "C", "O", "N", "N", "C", "C", "O", "C", "C", "C", "C", "C", "C", "C", "C", "C", "O", "C", "C", "F", "F", "C", "F", "F", "C", "F", "F", "C", "F", "F", "H", "H", "H", "H", "H", "H", "H", "H", "H", "H", "H", "H", "H", "H", "H", "H", "H", "H", "H", "H", "H", "H", "H", "H", "H", "H", "H", "H", "H", "H", "H", "H", "H", "H", "H", "H", "C", "C", "C", "C", "C", "C", "N", "O", "C", "C", "C", "H", "H", "H", "H", "H", "H", "H", "H", "H", "H", "H", "H", "H", "H", "H", "H", "H", "H", "C", "C", "C", "C", "C", "C", "N", "O", "C", "C", "C", "H", "H", "H", "H", "H", "H", "H", "H", "H", "H", "H", "H", "H", "H", "H", "H", "H", "H"], "xyz": [[0.533, 3.907, 2.341], [0.514, 2.361, 1.918], [1.890, 1.949, 1.858], [2.044, 0.596, 1.436], [1.232, -0.456, 2.260], [0.569, -1.629, 1.640], [0.688, -1.835, 0.084], [-0.680, -1.521, -0.692], [-1.255, -0.129, -0.209], [-2.113, 0.420, -1.279], [-2.183, 1.894, -1.222], [-0.863, 2.644, -1.609], [-0.797, 4.106, -1.272], [0.374, 4.934, -1.616], [1.561, 4.368, -2.304], [1.506, 2.914, -2.641], [0.315, 2.080, -2.302], [0.336, 0.737, -2.690], [-0.137, -2.532, 2.354], [-0.358, -2.618, 3.653], [0.261, -1.599, 4.282], [0.092, -1.656, 5.870], [-1.237, -1.332, 6.290], [-1.634, -0.067, 5.844], [-1.247, 1.226, 6.438], [-1.735, 2.535, 5.933], [-2.700, 2.595, 4.772], [-3.099, 1.308, 4.156], [-2.594, -0.008, 4.662], [1.046, -0.468, 3.740], [1.664, 0.662, 4.616], [3.245, 0.348, 4.717], [3.990, 1.068, 3.709], [4.331, 2.375, 4.161], [4.898, 3.197, 2.911], [3.871, 3.911, 2.305], [5.464, 2.243, 2.063], [5.965, 4.278, 3.384], [5.347, 4.959, 4.447], [7.125, 3.675, 3.837], [6.326, 5.367, 2.287], [7.442, 6.064, 2.779], [5.341, 6.325, 2.116], [6.778, 4.769, 0.884], [5.679, 4.333, 0.130], [7.715, 3.760, 1.049], [0.838, 3.967, 3.421], [1.196, 4.483, 1.643], [-0.548, 4.251, 2.295], [-0.096, 1.842, 2.715], [0.019, 2.347, 0.899], [3.142, 0.338, 1.572], [1.862, 0.569, 0.322], [0.849, -2.968, -0.051], [1.587, -1.346, -0.367], [-0.504, -1.601, -1.796], [-1.376, -2.380, -0.425], [-1.840, -0.297, 0.742], [-0.375, 0.542, -0.016], [-3.065, 0.074, -1.095], [-2.395, 2.168, -0.131], [-3.043, 2.289, -1.848], [-1.671, 4.591, -0.759], [0.372, 6.026, -1.378], [2.438, 5.017, -2.558], [2.375, 2.426, -3.166], [1.229, 0.539, -3.032], [-0.582, -3.290, 1.813], [0.909, -1.117, 6.417], [0.234, -2.753, 6.127], [-0.542, 1.225, 7.318], [-1.430, 3.496, 6.411], [-3.088, 3.585, 4.420], [-3.834, 1.281, 3.301], [-2.948, -0.964, 4.185], [1.602, 1.688, 4.151], [1.221, 0.759, 5.641], [3.470, -0.753, 4.620], [3.630, 0.717, 5.711], [3.434, 2.912, 4.604], [5.147, 2.341, 4.951], [7.244, 5.617, 0.303], [2.896, -8.756, -1.072], [2.323, -7.328, -1.231], [2.674, -6.853, -2.650], [4.176, -6.610, -2.802], [4.715, -5.667, -1.727], [4.245, -5.950, -0.282], [2.816, -6.369, -0.194], [2.072, -5.264, -0.287], [5.099, -7.030, 0.411], [4.557, -4.680, 0.545], [0.807, -7.557, -1.060], [2.377, -9.445, -1.743], [3.945, -8.852, -1.338], [2.764, -9.130, -0.053], [2.131, -5.934, -2.898], [2.356, -7.596, -3.387], [4.728, -7.553, -2.777], [4.374, -6.181, -3.789], [5.808, -5.668, -1.766], [4.407, -4.654, -2.010], [4.741, -7.211, 1.429], [6.137, -6.704, 0.485], [5.128, -7.986, -0.102], [4.121, -3.776, 0.115], [5.636, -4.512, 0.594], [4.196, -4.778, 1.573], [0.598, -7.985, -0.076], [0.433, -8.257, -1.813], [0.215, -6.646, -1.163], [-7.653, 3.959, -5.317], [-6.226, 3.465, -4.981], [-5.718, 2.680, -6.200], [-6.476, 1.364, -6.373], [-6.461, 0.523, -5.098], [-6.764, 1.281, -3.786], [-6.160, 2.643, -3.733], [-4.869, 2.493, -3.423], [-8.277, 1.423, -3.527], [-6.300, 0.366, -2.627], [-5.454, 4.785, -4.784], [-7.615, 4.686, -6.132], [-8.326, 3.183, -5.673], [-8.120, 4.452, -4.461], [-4.646, 2.472, -6.110], [-5.830, 3.279, -7.109], [-7.509, 1.546, -6.684], [-6.022, 0.791, -7.188], [-7.159, -0.311, -5.212], [-5.464, 0.072, -5.028], [-8.460, 1.965, -2.594], [-8.740, 0.440, -3.427], [-8.827, 1.927, -4.315], [-5.257, 0.059, -2.721], [-6.894, -0.551, -2.603], [-6.425, 0.860, -1.658], [-5.899, 5.367, -3.972], [-5.495, 5.397, -5.690], [-4.397, 4.642, -4.555]], "atomic_forces_ev_per_a": [[-0.7, -1.3, 0.0], [-0.4, 2.5, 0.0], [-1.0, -1.3, 0.3], [0.8, 0.0, -0.2], [-1.7, -2.1, 2.4], [1.5, 2.0, -1.0], [-0.8, -2.2, 0.2], [0.4, -0.4, 1.2], [0.3, -1.0, -0.9], [-0.3, 0.4, 0.6], [0.1, 0.6, 0.7], [1.7, 1.8, -0.5], [2.1, -1.1, -1.3], [0.1, -2.0, -0.6], [-2.7, -2.3, 0.7], [-1.5, 1.6, 1.2], [0.4, 2.1, 0.2], [0.4, 0.9, 0.4], [0.0, -0.2, -1.9], [2.0, 2.8, 0.2], [0.1, 0.8, 2.3], [0.5, -1.9, -0.8], [0.7, 1.4, -0.5], [-2.4, 2.9, -2.4], [-0.7, 0.0, -1.0], [-1.5, -2.2, -1.9], [1.6, -2.7, 1.6], [1.3, -0.4, 1.7], [1.0, 2.2, 1.5], [-0.5, 0.0, -2.9], [0.9, -0.5, 0.0], [0.1, 0.7, 0.5], [-0.4, -0.1, 0.9], [0.3, 0.7, 0.0], [-0.4, -1.0, 1.0], [1.5, -1.1, 0.3], [-0.8, 2.0, 0.7], [-0.5, 0.3, 0.4], [1.0, -1.0, -1.3], [-1.8, 0.9, -0.6], [1.0, 0.7, 0.2], [-1.4, -1.1, -0.7], [1.2, -1.8, 0.2], [0.0, 0.8, -0.9], [1.6, 0.2, 1.4], [-1.6, 1.2, -0.1], [0.0, 0.2, -1.1], [-0.7, -0.5, 0.8], [1.3, -0.2, -0.1], [0.6, 0.0, -1.0], [0.6, -0.4, 1.1], [-1.2, 0.3, 0.0], [-0.3, -0.3, 1.2], [0.1, 1.5, 0.2], [-1.0, -0.2, 0.7], [-0.2, 0.5, 1.1], [0.5, 1.1, -0.3], [0.7, 0.4, -0.6], [-1.0, -0.5, -0.2], [0.5, 0.2, -0.4], [0.1, 0.2, -1.2], [1.0, -0.6, 0.6], [1.0, -0.6, -0.6], [-0.1, -1.2, -0.2], [-1.0, -0.9, 0.3], [-1.1, 0.6, 0.6], [-0.6, 0.3, 0.1], [0.4, 0.4, 0.3], [-0.9, -0.1, -0.6], [-0.3, 1.3, -0.2], [-0.9, 0.0, -1.0], [-0.2, -1.1, -0.3], [0.4, -1.2, 0.3], [1.0, 0.1, 1.1], [0.5, 1.2, 0.7], [-0.2, -1.3, 0.2], [0.3, -0.4, -1.1], [-0.2, 1.2, 0.0], [-0.5, -0.6, -0.7], [1.0, -0.4, -0.7], [-0.9, -0.1, -0.8], [-0.3, -1.0, 0.6], [0.4, -0.1, 0.2], [-0.6, -2.1, -0.3], [0.2, 0.5, 0.0], [0.1, -0.2, 0.0], [-0.5, 0.1, -0.4], [1.9, -0.4, 1.0], [-1.0, 3.0, -2.0], [0.4, -1.3, 0.9], [0.2, -0.3, -0.1], [-0.7, 0.2, 0.0], [-0.2, 0.6, 0.1], [-0.2, 0.2, 0.1], [0.0, 0.1, 0.1], [0.0, 0.1, 0.0], [0.0, 0.0, 0.2], [-0.1, -0.1, 0.2], [-0.1, 0.0, 0.0], [0.0, 0.0, 0.1], [-0.1, 0.0, 0.2], [-0.1, 0.0, 0.2], [-0.1, 0.1, -0.1], [-0.1, 0.1, 0.0], [-0.1, 0.0, 0.0], [-0.1, -0.1, 0.0], [-0.1, -0.3, -0.1], [0.0, 0.0, -0.1], [0.1, 0.0, 0.0], [0.3, 0.0, 0.1], [0.2, 0.1, 0.0], [-0.4, -0.2, 0.2], [-1.0, 1.7, -0.9], [0.2, -0.4, 0.1], [-0.2, 0.0, -0.1], [0.5, 0.2, -0.3], [-1.8, -1.0, 0.7], [3.3, -1.5, -0.9], [-1.5, 0.7, 0.3], [-0.3, 0.0, -0.2], [0.6, 0.4, 0.1], [0.5, -0.2, 0.3], [0.3, 0.0, 0.2], [0.0, -0.1, 0.1], [0.1, -0.1, 0.0], [0.0, 0.0, 0.2], [-0.1, 0.1, 0.2], [0.1, 0.1, 0.0], [-0.1, 0.0, 0.1], [0.0, 0.1, 0.2], [0.0, 0.1, 0.2], [0.1, 0.0, -0.1], [0.1, 0.0, 0.0], [0.1, 0.1, 0.0], [0.0, 0.2, -0.1], [-0.1, 0.2, -0.2], [0.0, 0.0, -0.1], [0.0, -0.1, 0.0], [-0.2, -0.2, 0.0], [-0.1, -0.2, 0.1]], "orbital_gap_ha": [0.232, 0.232], "homo_energy_ev": [-10.27, -10.28], "total_charge": 1, "e_lumo_ev": [-3.96, -3.96], "multiplicity": 3, "mol_weight_g_mol": 979.128}